107
Properties=species:S:1:pos:R:3:lowdin_charge:R:1 method="wB97M-V/def2-TZVPD" charge=-1 gap_ev=6.96 e_lumo_ev=2.079 energy_ha=-3666.116787 multiplicity=1 molar_mass_g_mol=1023.59 homo_ev=-4.88
Sn 11.57009 9.49548 12.71797 1.342
O 15.10800 7.22200 12.39703 0.002
C 13.90111 7.52820 12.32359 -0.486
N 12.97581 7.90323 13.23542 -0.047
C 13.28043 7.93062 14.61420 -0.195
C 14.53924 7.34310 15.18158 0.012
C 14.73845 7.50462 16.56254 -0.124
C 13.79291 8.09088 17.39661 -0.129
C 12.63504 8.55406 16.87214 -0.050
C 12.36112 8.51281 15.50969 -0.286
N 11.17518 8.95177 14.94614 -0.026
C 9.97334 8.38770 15.28538 -0.414
O 9.68638 7.72104 16.31964 0.004
C 8.97209 8.44117 14.14088 -0.217
C 7.63987 8.33431 14.41858 0.005
C 6.74379 8.31773 13.34641 -0.019
C 7.31396 8.30724 12.06346 -0.053
C 8.65983 8.48497 11.90654 -0.158
N 9.47179 8.55701 12.91523 -0.032
C 13.30647 7.45233 10.96457 -0.233
C 13.95961 6.76991 9.98466 -0.028
C 13.46573 6.60372 8.67213 -0.054
C 12.22756 7.17025 8.42713 -0.046
C 11.68924 8.06186 9.40164 -0.073
N 12.11923 8.01338 10.68526 0.025
H 15.23460 6.89187 14.47524 0.081
H 15.68735 7.12547 16.97077 0.093
H 13.99262 8.20294 18.46648 0.099
H 11.95487 9.16936 17.45487 0.120
H 7.42749 8.22075 15.43203 0.098
H 5.69308 8.26369 13.47910 0.093
H 6.63986 8.23329 11.17974 0.128
H 9.07065 8.53049 10.83037 0.113
H 14.92527 6.37915 10.15244 0.096
H 14.13837 5.97490 8.05073 0.115
H 11.75689 7.11679 7.44272 0.103
H 10.89582 8.78236 9.19182 0.071
O 9.02512 11.37780 13.54601 -0.349
P 8.93232 12.84897 13.21386 0.695
C 10.31116 13.62080 12.42811 -0.283
P 11.75525 13.93069 13.52728 0.717
O 11.37753 13.90422 14.93892 -0.299
C 13.05144 12.70677 13.16685 -0.312
C 13.48240 11.87358 14.16522 -0.119
C 14.46630 10.93313 13.94421 -0.100
C 15.00211 10.72876 12.67646 -0.055
C 14.53347 11.59658 11.64798 -0.064
C 13.56475 12.54588 11.91541 -0.122
C 12.40156 15.47046 12.85878 -0.280
C 12.58608 16.51824 13.75450 -0.080
C 13.04492 17.76147 13.33336 -0.078
C 13.27146 17.94587 11.95957 -0.078
C 12.93219 16.93205 11.05136 -0.079
C 12.54405 15.66276 11.49022 -0.074
C 8.44244 13.77008 14.68229 -0.242
C 7.69062 13.16871 15.70044 -0.062
C 7.16203 13.89030 16.73842 -0.086
C 7.50772 15.23103 16.90039 -0.081
C 8.28993 15.84078 15.93599 -0.087
C 8.73939 15.14936 14.82075 -0.082
C 7.69758 13.19690 12.00198 -0.260
C 6.96939 12.08150 11.50834 -0.008
C 5.92283 12.32205 10.55692 -0.067
C 5.58898 13.59849 10.19191 -0.086
C 6.27440 14.73106 10.71146 -0.081
C 7.24091 14.50594 11.66100 -0.091
H 9.95861 14.53922 11.99208 0.060
H 10.59789 13.01904 11.57475 0.077
H 13.16462 11.96199 15.20434 0.123
H 14.86253 10.32548 14.75140 0.111
H 15.84377 10.10189 12.41895 0.108
H 14.93080 11.51507 10.66395 0.086
H 13.23751 13.09991 11.06998 0.067
H 12.35416 16.33847 14.80227 0.108
H 13.25872 18.45967 14.11300 0.093
H 13.54096 18.94964 11.54194 0.112
H 13.07084 17.06296 10.00091 0.083
H 12.42843 14.85123 10.69946 0.109
H 7.32164 12.15172 15.53299 0.115
H 6.41994 13.40207 17.29004 0.085
H 7.15916 15.80571 17.77796 0.108
H 8.67251 16.82187 16.10747 0.093
H 9.35809 15.66085 14.15720 0.074
H 7.25315 11.09409 11.84485 0.084
H 5.51087 11.48370 10.12996 0.074
H 4.87611 13.70373 9.37143 0.105
H 6.10993 15.76459 10.41170 0.100
H 7.80940 15.34249 11.97148 0.082
O 7.37983 10.71994 8.27247 -0.033
C 8.55404 10.55671 8.66823 -0.639
O 9.06291 9.53699 9.19950 -0.093
C 9.53365 11.72128 8.48849 -0.138
C 8.95428 13.04758 8.19335 0.024
C 9.76430 14.16547 8.11191 -0.026
C 11.18450 14.01849 8.11063 -0.164
C 12.21320 14.94780 7.76862 -0.077
C 13.56207 14.67417 7.84120 -0.130
C 14.02726 13.37057 8.06240 -0.113
C 13.08732 12.42573 8.36120 -0.034
C 11.60873 12.63068 8.34241 -0.176
N 10.84060 11.53658 8.63378 0.176
H 7.87491 13.13176 8.21520 0.097
H 9.30489 15.11460 7.94700 0.096
H 11.79597 15.93291 7.49324 0.113
H 14.28094 15.50708 7.58178 0.115
H 15.14488 13.09848 8.00740 0.132
H 13.40456 11.46980 8.62448 0.076

111
Properties=species:S:1:pos:R:3:lowdin_charge:R:1 method="wB97M-V/def2-TZVPD" charge=-2 gap_ev=5.43 e_lumo_ev=3.794 energy_ha=-5733.693269 multiplicity=1 molar_mass_g_mol=1254.97 homo_ev=-1.63
Pb 0.19092 0.90405 1.97689 1.498
O 0.63528 3.01852 0.86708 -0.258
C 1.68339 3.71315 0.61627 -0.407
C 1.52391 5.09516 0.32787 -0.033
C 2.56737 5.89902 -0.04801 -0.121
C 3.85480 5.37306 -0.14360 -0.140
C 4.04972 4.03777 0.12322 -0.081
C 3.00742 3.18026 0.49944 -0.166
C 3.35249 1.80845 0.72799 -0.116
N 2.63009 0.89263 1.27302 -0.093
N 3.26863 -0.31635 1.39729 0.032
C 2.57916 -1.30009 1.91928 -0.553
O 1.36137 -1.31808 2.27159 -0.240
C 3.37094 -2.55428 2.09362 -0.136
C 4.56837 -2.75743 1.41501 -0.062
C 5.26263 -3.94094 1.56688 -0.111
C 4.78437 -4.93054 2.41165 -0.116
C 3.60452 -4.72909 3.10684 -0.092
C 2.90426 -3.54814 2.94849 -0.027
H 0.51726 5.48183 0.40715 0.111
H 2.38806 6.94125 -0.28855 0.091
H 4.68483 6.00932 -0.42297 0.080
H 5.04923 3.62583 0.04711 0.098
H 4.36454 1.52439 0.40764 0.114
H 4.93737 -1.97304 0.77313 0.100
H 6.17975 -4.10141 1.01447 0.093
H 5.34052 -5.84935 2.54270 0.087
H 3.22718 -5.49253 3.77495 0.094
H 1.99196 -3.37026 3.49705 0.065
N -0.96775 -1.55042 -0.72221 -0.394
P -1.93383 -0.41368 0.13635 0.930
C -3.44784 -1.37357 0.53845 -0.353
C -4.51275 -0.64488 1.05918 -0.094
C -5.64525 -1.29069 1.52004 -0.082
C -5.72417 -2.67367 1.46796 -0.110
C -4.66792 -3.40502 0.94878 -0.098
C -3.53626 -2.75845 0.48481 -0.106
C -2.80085 0.43154 -1.28757 -0.362
C -3.10913 1.78179 -1.15871 -0.092
C -3.81309 2.44238 -2.15160 -0.075
C -4.20722 1.76028 -3.29075 -0.108
C -3.90238 0.41701 -3.43121 -0.105
C -3.21072 -0.24181 -2.43220 -0.107
P 0.71201 -1.22082 -0.71986 1.008
C 1.12056 -0.82984 -2.49042 -0.361
C 0.36053 -1.22514 -3.58013 -0.095
C 0.76546 -0.92662 -4.86856 -0.101
C 1.93847 -0.22854 -5.08338 -0.104
C 2.70400 0.17630 -4.00096 -0.082
C 2.29657 -0.12174 -2.71530 -0.120
C 1.33457 -2.94941 -0.91317 -0.325
C 0.54485 -4.08709 -0.79873 -0.112
C 1.10878 -5.34863 -0.88782 -0.096
C 2.46963 -5.49238 -1.09267 -0.101
C 3.26341 -4.36424 -1.22142 -0.091
C 2.69993 -3.10761 -1.12944 -0.103
H -1.36150 -1.94291 -1.57153 0.027
H -4.42807 0.43039 1.12915 0.074
H -6.45914 -0.71450 1.93887 0.100
H -6.60540 -3.17934 1.84062 0.089
H -4.72168 -4.48644 0.92277 0.093
H -2.70124 -3.33403 0.11227 0.082
H -2.78769 2.29344 -0.26333 0.107
H -4.04966 3.49120 -2.03941 0.105
H -4.75732 2.26695 -4.07205 0.094
H -4.21784 -0.12147 -4.31596 0.095
H -3.01634 -1.30079 -2.54184 0.092
H -0.55892 -1.77626 -3.44570 0.087
H 0.16104 -1.24444 -5.70867 0.095
H 2.25807 0.00809 -6.08926 0.092
H 3.61170 0.73934 -4.16775 0.100
H 2.86935 0.21268 -1.86264 0.096
H -0.51813 -3.98727 -0.63127 0.076
H 0.48314 -6.22661 -0.78936 0.095
H 2.91186 -6.47788 -1.14765 0.092
H 4.32741 -4.46728 -1.37942 0.100
H 3.31430 -2.22428 -1.21875 0.097
Cl -2.81395 4.24891 7.59683 0.585
C -2.63112 3.47622 6.05883 -0.753
C -3.64957 3.51661 5.13477 -0.751
Cl -5.10213 4.38836 5.49307 0.586
C -3.49388 2.84578 3.92130 -0.615
Cl -4.81385 2.85009 2.79159 0.637
C -2.33640 2.14880 3.55545 -0.446
O -2.23019 1.53955 2.42822 -0.301
C -1.24508 2.14363 4.52198 -0.437
O -0.12293 1.54963 4.27485 -0.261
C -1.45329 2.80041 5.73643 -0.625
Cl -0.17756 2.75826 6.91176 0.632
N 0.21961 1.73276 -1.59876 0.137
C 0.27259 2.52388 -2.71235 -0.290
C 1.25018 3.51611 -2.86051 -0.019
C 1.32039 4.27148 -4.01287 -0.106
C 0.42358 4.06886 -5.05080 -0.139
C -0.54041 3.08319 -4.91907 -0.113
C -0.61112 2.31262 -3.77799 -0.039
H -0.65594 1.24438 -1.47021 0.032
H 0.55451 2.14046 -0.72696 0.046
H 1.94743 3.69834 -2.05630 0.094
H 2.08810 5.03026 -4.09444 0.094
H 0.47859 4.66096 -5.95403 0.080
H -1.25003 2.91869 -5.71903 0.092
H -1.35623 1.53192 -3.69613 0.090
S -0.69439 -3.63142 3.92219 0.991
C -1.81332 -2.39196 4.35504 -0.364
C -2.06031 -1.60130 3.28417 -0.233
N -1.40734 -1.95340 2.15088 -0.100
C -0.64691 -2.96787 2.32595 -0.479
H -2.19779 -2.34005 5.35285 0.057
H -2.70821 -0.74469 3.26896 0.107
H -0.01693 -3.40625 1.58225 0.056